(1)
Entry from the OMol25 dataset: a 5-piece molecular cluster, C22H29ClF13NO9 overall at a distorted geometry (wB97M-V/def2-TZVPD).

Geometry as XYZ:
```
75
Properties=species:S:1:pos:R:3:forces:R:3:lowdin_charge:R:1
C 0.10604 0.84844 -2.75722 0.19 -0.04 0.11 -0.0450
C -0.36737 -0.43462 -3.42637 -0.11 0.21 -0.09 -0.3655
F -0.02642 -1.51899 -2.60985 -0.10 -0.07 -0.09 -0.0224
C 0.23500 -0.71410 -4.80388 -0.01 -0.16 0.10 -0.7250
Cl -0.18388 0.77335 -5.81402 0.04 0.00 0.02 0.6662
C -0.30115 -1.94942 -5.52981 0.25 -0.35 0.14 -0.1563
C 0.79793 -2.19425 -6.56460 -0.09 0.20 -0.26 -0.0846
C 2.04795 -1.81475 -5.79248 -0.99 0.16 0.29 -0.4796
O 3.17420 -2.14578 -5.97279 1.29 -0.32 -0.39 0.1102
N 1.63212 -0.97949 -4.76675 -0.45 0.57 -0.04 0.1175
H 1.08857 1.17205 -3.11627 -0.15 -0.03 0.02 0.0635
H -0.60452 1.66228 -2.90550 0.13 -0.09 -0.07 0.0801
H 0.19107 0.65757 -1.68531 -0.10 0.05 -0.12 0.0597
H -1.45712 -0.43837 -3.53976 0.11 -0.06 0.13 0.1446
H -0.25657 -2.77078 -4.80238 -0.23 0.14 -0.08 0.1293
H -1.31729 -1.85376 -5.91069 0.16 0.18 0.00 0.1192
H 0.84109 -3.18208 -7.01952 0.06 0.00 0.25 0.1246
H 0.73136 -1.45763 -7.37698 -0.09 -0.14 0.07 0.1176
H 2.26732 -0.31546 -4.34764 0.12 -0.19 -0.03 0.1311
C -5.28641 -2.28278 0.19619 0.00 0.11 -0.06 -0.0559
C -3.85319 -2.23914 0.67335 -0.07 -0.18 0.08 -0.1829
O -3.16825 -1.07197 0.15476 0.04 0.14 0.02 0.0312
C -3.36653 0.06262 0.80496 -0.04 -0.09 -0.03 -0.4027
O -4.02889 0.24087 1.78422 0.06 0.01 -0.03 0.1666
C -2.56724 1.19540 0.11982 0.05 0.04 -0.03 -0.5274
F -2.69907 1.14274 -1.21475 0.02 0.07 0.18 0.1578
F -1.25960 1.06799 0.41391 -0.16 0.04 -0.04 0.1515
F -2.97649 2.38867 0.54042 0.07 -0.20 -0.08 0.1787
H -5.32858 -2.25226 -0.89279 0.00 -0.04 0.01 0.0836
H -5.75597 -3.20546 0.53639 0.01 -0.01 0.00 0.0848
H -5.85684 -1.44316 0.59140 0.01 -0.02 0.03 0.0803
H -3.27822 -3.07999 0.29300 0.03 0.05 -0.03 0.1264
H -3.79137 -2.23207 1.75987 0.01 0.07 0.03 0.1220
C 1.84593 -0.85580 0.14669 0.05 0.16 0.09 -0.0548
C 2.26675 -1.93225 1.11844 -0.10 -0.10 -0.16 -0.1743
O 2.73229 -1.35243 2.36394 -0.01 0.03 0.11 0.0372
C 1.79410 -0.96002 3.20809 0.06 -0.08 -0.13 -0.3978
O 0.60866 -1.04760 3.07043 0.03 0.04 0.05 0.1603
C 2.45059 -0.37599 4.48089 0.02 0.07 0.14 -0.5340
F 3.44651 0.46701 4.17514 -0.14 -0.11 0.06 0.1637
F 2.95505 -1.36936 5.22949 -0.07 0.15 -0.11 0.1671
F 1.54944 0.28523 5.20934 0.15 -0.12 -0.12 0.1641
H 2.66936 -0.16332 -0.03678 0.01 -0.04 -0.03 0.0877
H 1.54596 -1.29917 -0.80100 0.00 -0.05 0.00 0.0684
H 1.00206 -0.29056 0.54210 -0.02 -0.04 -0.02 0.0644
H 3.11406 -2.50347 0.74813 0.05 0.04 0.06 0.1275
H 1.44886 -2.61764 1.33740 -0.01 0.04 0.04 0.1261
C 5.35175 5.13649 -0.57227 -0.05 0.03 -0.10 -0.0580
C 5.18739 3.63936 -0.69748 0.11 0.03 0.18 -0.1887
O 4.36217 3.30016 -1.83864 -0.01 -0.05 -0.14 0.0270
C 4.97362 3.28053 -3.01369 0.02 0.00 0.10 -0.4028
O 6.12559 3.50043 -3.24106 -0.09 0.01 -0.02 0.1762
C 3.96576 2.86788 -4.11166 -0.10 0.03 -0.10 -0.5306
F 2.80931 3.53368 -3.99762 0.17 -0.10 -0.04 0.1641
F 3.69373 1.54982 -3.98763 0.01 0.09 -0.04 0.1416
F 4.46542 3.08083 -5.32241 -0.09 -0.06 0.22 0.1838
H 4.37863 5.62413 -0.51387 0.01 -0.01 0.04 0.0843
H 5.91083 5.36807 0.33408 0.00 -0.01 0.01 0.0841
H 5.89507 5.54370 -1.42390 0.02 -0.02 0.01 0.0798
H 4.65495 3.22405 0.15506 -0.05 -0.01 -0.05 0.1241
H 6.14686 3.13323 -0.79478 -0.01 0.01 -0.06 0.1257
C -2.00215 -0.23743 4.82182 -0.05 -0.10 0.04 -0.0588
C -3.14512 0.50428 5.47290 0.15 0.15 -0.06 -0.1779
O -4.31958 -0.34018 5.56296 -0.09 -0.11 0.09 0.0331
C -4.35480 -1.18817 6.57603 0.03 0.12 -0.03 -0.4067
O -3.54784 -1.32079 7.44888 -0.06 -0.04 -0.05 0.1683
C -5.66581 -2.00807 6.51862 -0.09 -0.10 0.02 -0.5361
F -5.90581 -2.46491 5.28001 0.03 0.05 0.17 0.1575
F -6.70365 -1.23731 6.88600 0.14 -0.12 -0.06 0.1614
F -5.60393 -3.05201 7.34482 -0.02 0.19 -0.13 0.1681
H -2.29923 -0.61222 3.84397 -0.01 0.03 -0.05 0.0663
H -1.15017 0.42635 4.68550 0.00 0.02 0.01 0.0726
H -1.68129 -1.07993 5.43390 0.03 0.03 0.02 0.0859
H -3.46687 1.34937 4.86929 -0.06 -0.05 -0.03 0.1252
H -2.88611 0.85836 6.46996 -0.03 -0.07 0.03 0.1251
```
Positions in Å, forces in eV/Å.

Summary:
Charge = 0
E = -91054.633 eV
SMILES = C[C@H](F)[C@]1(Cl)CCC(=O)N1.CCOC(=O)C(F)(F)F.CCOC(=O)C(F)(F)F.CCOC(=O)C(F)(F)F.CCOC(=O)C(F)(F)F

(2)
Entry from the OMol25 dataset: one molecule with the formula C22H29ClN4O2 (wB97M-V/def2-TZVPD).

Geometry as XYZ:
```
58
Properties=species:S:1:pos:R:3:forces:R:3:lowdin_charge:R:1
C -3.67659 -2.24762 2.14939 0.04 0.01 -0.11 -0.0299
C -4.31367 -1.82992 0.87205 -0.24 0.21 -0.35 -0.3048
N -4.56245 -2.71396 -0.08057 0.26 -0.73 0.27 0.1190
N -5.14960 -2.05906 -1.07894 -0.02 0.70 0.20 -0.2149
C -5.28538 -0.75095 -0.77280 0.16 -0.23 0.31 -0.6329
C -4.75603 -0.54334 0.48845 -0.15 0.10 -0.31 -0.1684
C -4.67493 0.75421 1.23652 -0.04 -0.03 -0.09 -0.1444
N -3.49177 1.56143 0.98475 0.01 0.11 0.08 -0.1556
C -3.36820 1.99614 -0.39336 0.04 0.29 -0.05 -0.2023
C -2.29871 3.07911 -0.49426 0.19 -0.36 -0.12 -0.1020
H -2.59266 3.93604 0.11228 0.00 0.04 0.00 0.1239
H -2.19557 3.39618 -1.53248 0.04 0.07 -0.01 0.1224
C -0.95317 2.56271 0.01650 -0.11 0.60 0.44 -0.3260
C -1.13793 1.98560 1.42387 0.07 -0.28 -0.31 -0.1039
C -2.25634 0.94586 1.42599 0.16 0.13 0.15 -0.1858
H -2.39936 0.57042 2.44186 0.02 -0.06 -0.03 0.1215
H -1.96317 0.10272 0.77634 -0.05 -0.04 0.09 0.1300
H -1.39859 2.79941 2.10122 0.02 0.02 0.05 0.1257
H -0.21199 1.52115 1.76795 0.04 0.05 0.03 0.1123
H -0.23688 3.39700 0.03690 -0.08 -0.15 -0.04 0.1433
O -0.50510 1.57375 -0.89748 -0.03 -0.14 -0.17 -0.0163
C 0.80319 1.22150 -0.94208 0.25 -0.19 -0.13 -0.2510
C 1.12494 0.23882 -1.88376 -0.15 0.11 0.10 0.0118
C 2.42537 -0.18079 -2.04469 0.09 0.05 0.10 -0.0077
C 3.44457 0.34667 -1.25444 -0.16 0.15 -0.06 -0.1540
C 3.12637 1.32677 -0.32496 0.11 -0.24 -0.21 -0.0308
C 1.82276 1.76314 -0.16386 -0.35 0.21 0.11 -0.0077
H 1.62131 2.53249 0.56523 -0.06 0.05 0.04 0.1058
H 3.90581 1.78074 0.26879 0.08 0.02 0.09 0.1163
C 4.84731 -0.09041 -1.50963 -0.01 0.10 0.09 -0.4325
O 5.30629 -0.15377 -2.63850 -0.02 -0.08 -0.23 0.0694
N 5.60022 -0.39561 -0.42855 0.19 -0.05 0.03 -0.0472
C 5.14288 -0.65233 0.92118 -0.27 -0.09 0.45 -0.1605
C 6.05655 -1.78039 1.39786 0.01 0.15 -0.01 -0.1640
H 5.69725 -2.73670 1.01620 -0.04 -0.04 0.00 0.1156
C 7.38576 -1.41596 0.73892 -0.12 0.00 -0.02 -0.1663
H 7.88171 -0.63207 1.31260 0.04 0.00 0.03 0.1103
C 6.95875 -0.88321 -0.62695 0.33 0.00 -0.36 -0.1401
H 6.94938 -1.66615 -1.39279 0.04 0.09 0.05 0.1259
H 7.59756 -0.07381 -0.98918 0.01 -0.13 -0.03 0.1261
H 8.06146 -2.26410 0.65453 0.07 0.03 0.00 0.1085
H 6.11968 -1.83490 2.48261 -0.04 -0.04 0.04 0.1089
H 5.28858 0.23616 1.54909 -0.09 -0.08 0.04 0.1203
H 4.08483 -0.91878 0.93267 0.10 0.06 0.04 0.1259
H 2.67222 -0.92315 -2.78839 0.02 -0.05 -0.09 0.1218
H 0.32921 -0.16806 -2.48786 -0.10 -0.05 -0.07 0.1193
H -4.32786 2.40523 -0.71605 0.03 -0.07 -0.04 0.1042
H -3.09652 1.16389 -1.06394 -0.12 0.02 0.00 0.1237
H -4.70828 0.55302 2.31105 -0.09 0.04 -0.04 0.1210
H -5.54226 1.36841 0.97452 0.01 -0.05 0.11 0.1193
Cl -6.05169 0.32570 -1.85533 -0.06 0.05 -0.03 0.7501
C -5.56216 -2.73165 -2.27591 -0.14 -0.19 -0.36 -0.0391
H -6.64283 -2.65009 -2.40706 0.06 -0.03 -0.02 0.0854
H -5.28260 -3.77730 -2.17284 -0.01 0.08 0.01 0.0904
H -5.06608 -2.30064 -3.14740 -0.03 -0.05 0.03 0.0860
H -2.62423 -1.96816 2.16673 0.07 0.01 0.08 0.0697
H -4.17204 -1.77419 2.99466 0.01 -0.02 0.12 0.0772
H -3.74928 -3.32723 2.24335 0.01 -0.06 0.08 0.0771
```
Positions in Å, forces in eV/Å.

Summary:
Energy relative to the best compared isomer or geometry (same formula, charge and spin) = 38.3 kcal per mole
Charge = 0
SMILES = Cc1nn(C)c(Cl)c1CN1CCC(Oc2ccc(C(=O)N3CCCC3)cc2)CC1

(3)
Entry from the OMol25 dataset: a 6-piece molecular cluster, C22H29F5NO16 overall (wB97M-V/def2-TZVPD).

Geometry as XYZ:
```
73
Properties=species:S:1:pos:R:3:forces:R:3:lowdin_charge:R:1
C -3.21909 0.40954 -1.97934 -0.25 0.00 0.50 -0.0162
C -4.00728 1.32521 -1.04054 -0.27 0.00 -0.16 -0.4073
O -5.39761 1.29877 -1.33633 -0.11 -0.05 0.01 -0.0260
C -3.96722 0.92777 0.44157 0.08 0.28 0.15 -0.0851
C -3.30733 1.88987 1.45890 -0.15 -0.15 -0.48 -0.2400
C -2.59279 1.08336 2.56798 -0.30 0.07 -0.36 -0.0610
C -1.37774 0.67707 1.83944 0.12 -0.18 -0.26 0.0283
N -1.11490 1.50867 0.90477 -0.01 0.11 -0.18 0.1513
C -2.09423 2.62573 0.91248 0.20 0.09 0.62 -0.0755
H -2.20185 0.75270 -2.13653 0.24 0.04 0.05 0.0644
H -3.70644 0.34882 -2.94402 -0.03 0.11 -0.22 0.0662
H -3.20551 -0.59735 -1.57873 0.10 -0.29 -0.05 0.0882
H -3.65478 2.34595 -1.19673 0.07 0.24 0.14 0.1222
H -5.52802 1.51227 -2.26143 -0.08 0.02 -0.26 0.0942
H -3.56034 -0.07095 0.55876 0.21 -0.23 -0.11 0.1161
H -5.01004 0.84888 0.72415 -0.17 -0.13 0.16 0.1302
H -4.05223 2.59054 1.81204 0.01 0.17 0.32 0.1569
H -3.11247 0.22528 2.96903 -0.25 -0.02 0.23 0.1407
H -2.26943 1.76293 3.35771 -0.05 -0.05 0.42 0.1510
H -0.79813 -0.22038 1.98576 0.36 -0.14 0.02 0.1405
H -0.35027 1.40039 0.25507 0.17 -0.07 -0.04 0.1637
H -2.19777 3.18663 -0.00202 0.10 -0.35 -0.49 0.1135
H -1.73209 3.31017 1.67900 0.04 0.30 0.01 0.1402
C 0.83713 -2.87957 -2.18699 -0.11 -0.01 0.00 -0.0035
C 0.51157 -1.39907 -2.22850 0.07 0.10 -0.02 -0.3051
O -0.01177 -1.16845 -0.92374 0.15 0.20 0.24 0.0968
C 0.51380 -2.10463 -0.08646 -0.04 0.07 -0.45 -0.5468
O 0.45622 -2.01553 1.09911 -0.13 0.04 0.23 0.1447
O 1.10540 -3.07568 -0.78129 -0.01 -0.06 0.01 0.1019
F -0.43181 -1.07441 -3.12675 -0.13 -0.09 -0.11 0.0913
H -0.03034 -3.47251 -2.47691 -0.04 0.03 -0.01 0.1541
H 1.70048 -3.16234 -2.77898 0.11 0.00 0.15 0.1486
H 1.37052 -0.73976 -2.36978 0.02 -0.05 -0.12 0.1768
C -0.06117 5.38671 -1.63315 0.02 0.01 0.03 -0.0517
C -0.06312 3.99965 -2.24980 0.13 0.17 -0.03 -0.3457
O 1.06882 4.02707 -3.07309 0.06 -0.22 0.05 0.1317
C 1.95836 4.94505 -2.56081 -0.27 0.12 0.09 -0.5300
O 3.08568 5.03749 -2.87585 0.14 -0.01 -0.10 0.2191
O 1.33036 5.69883 -1.62097 -0.06 -0.02 -0.01 0.0793
F -1.17551 3.75289 -2.98535 0.01 0.02 -0.03 0.0720
H -0.59724 6.08809 -2.27338 -0.04 -0.04 -0.05 0.1507
H -0.46356 5.42974 -0.62425 0.12 0.01 0.04 0.1325
H 0.04942 3.18151 -1.52879 -0.10 -0.02 0.01 0.1493
C -4.75967 -1.48717 -7.00358 0.02 0.01 -0.03 -0.0346
C -4.77547 -0.41413 -5.93249 -0.04 -0.16 0.05 -0.3149
O -4.44806 -1.15121 -4.76561 0.19 0.18 -0.07 0.1013
C -3.71197 -2.23944 -5.14381 -0.12 0.08 -0.06 -0.5523
O -3.08238 -2.90937 -4.39913 0.06 -0.07 0.11 0.1760
O -3.79512 -2.40945 -6.47678 -0.06 0.01 -0.08 0.0824
F -5.99089 0.15566 -5.76691 -0.02 -0.08 0.02 0.0798
H -5.73258 -1.97311 -7.07708 -0.04 0.03 0.04 0.1486
H -4.44579 -1.13231 -7.97977 0.13 -0.05 0.02 0.1430
H -4.03819 0.37820 -6.07488 -0.05 0.07 -0.01 0.1725
C 2.60037 -2.75474 3.49530 -0.03 0.03 0.05 -0.0532
C 3.81962 -3.43770 2.91220 0.06 -0.01 0.21 -0.3085
O 4.35683 -4.11021 4.02728 -0.06 -0.17 -0.10 0.1211
C 3.33819 -4.35899 4.91294 0.02 0.23 -0.12 -0.5422
O 3.40976 -5.08997 5.83260 0.04 -0.07 0.14 0.2051
O 2.24132 -3.64728 4.55245 -0.03 0.05 -0.06 0.0767
F 4.73659 -2.54257 2.44997 0.00 0.03 -0.01 0.0583
H 2.87262 -1.78579 3.92013 0.11 0.00 -0.03 0.1398
H 1.78592 -2.63638 2.78992 -0.08 -0.18 0.09 0.1025
H 3.61293 -4.15884 2.12023 0.05 0.07 -0.09 0.1741
C 7.30718 -1.66543 5.67824 0.02 -0.01 0.02 -0.0394
C 6.02933 -1.02715 5.17452 0.12 0.13 -0.03 -0.3181
O 6.29729 0.35263 5.31908 -0.08 -0.03 -0.19 0.1263
C 7.65195 0.53413 5.25588 -0.03 -0.18 0.10 -0.5482
O 8.18449 1.57700 5.11314 0.03 0.13 0.02 0.1939
O 8.27783 -0.66073 5.36268 -0.03 -0.09 0.04 0.0768
F 4.94288 -1.35420 5.92253 -0.02 0.02 0.06 0.0699
H 7.26495 -1.81009 6.75819 -0.06 0.00 0.02 0.1473
H 7.55453 -2.60166 5.18796 0.09 0.06 -0.09 0.1419
H 5.79984 -1.23664 4.12960 -0.06 -0.08 0.03 0.1517
```
Positions in Å, forces in eV/Å.

Summary:
Energy relative to the best compared isomer or geometry (same formula, charge and spin) = 0.0 kcal per mole
Charge = +1

(4)
Entry from the OMol25 dataset: C22H29FN2O2 as an isolated structure at a distorted geometry (wB97M-V/def2-TZVPD).

Geometry as XYZ:
```
56
Properties=species:S:1:pos:R:3:forces:R:3:lowdin_charge:R:1
C 2.07822 3.33251 -2.10525 -1.41 1.42 -2.33 -0.0048
C 2.79113 2.44337 -1.21782 4.75 1.95 -3.32 -0.4628
C 4.07899 2.01689 -1.07428 3.70 3.49 -6.91 -0.0177
C 4.34501 1.29872 0.05291 9.19 -2.05 -1.63 -0.2266
C 3.22068 1.22376 0.46669 -14.81 -0.79 9.11 -0.0623
C 2.68315 0.51992 1.79266 -0.40 3.77 -5.00 -0.4244
O 3.27535 -0.36967 2.18284 6.26 -7.20 2.30 0.1526
N 1.54490 0.69664 2.38334 0.10 10.05 -4.59 -0.1515
C 0.92497 2.00389 2.24284 -0.55 1.56 2.23 -0.0170
H 1.58664 2.86245 1.97925 -0.27 -1.10 0.16 0.1140
H 0.09072 1.98469 1.60113 -0.93 0.03 -1.30 0.0610
H 0.43023 2.22928 3.24149 0.91 0.02 -0.96 0.1063
C 0.92336 -0.15715 3.06750 -5.81 -7.00 9.08 -0.2351
H 1.50574 -0.63632 4.00309 -0.59 0.98 -1.88 0.1702
C 0.27021 -1.40758 2.37694 -5.67 7.06 3.15 -0.2432
C -0.66806 -2.07817 3.39793 6.92 -5.74 -8.29 -0.1100
C -1.31820 -3.16331 2.36772 1.09 -3.03 9.66 -0.1620
C -2.07667 -2.57826 1.32971 -7.37 -2.59 2.19 -0.3872
N -1.26686 -2.02377 0.50343 7.14 6.61 -2.53 -0.2202
C -1.65719 -1.48900 -0.70775 0.18 -3.88 -4.76 -0.1923
H -0.67529 -1.18062 -1.35628 -2.59 -0.43 1.63 0.1848
C -2.80643 -0.48280 -0.70232 5.29 -0.72 -6.87 -0.0453
C -3.14027 -0.27324 -2.23014 4.16 2.91 3.64 -0.2578
C -4.08255 -0.82360 -2.92188 -5.55 -7.60 -6.49 -0.0685
C -4.20256 -0.95342 -4.40103 4.88 8.70 3.58 0.0269
C -3.57897 0.27707 -5.08781 3.95 -1.26 6.53 -0.0163
C -2.48395 1.12518 -4.48620 -8.52 -11.78 7.51 0.1304
C -2.41738 0.58997 -2.93881 4.40 7.30 -5.20 -0.0013
F -1.36715 1.53835 -2.27221 -2.39 -2.78 -0.82 -0.1235
H -1.99106 1.85124 -4.83641 3.76 5.46 -2.53 -0.0020
H -3.69952 0.41750 -6.04880 -1.10 0.60 -4.96 0.0133
H -4.91461 -1.28695 -5.01281 -3.03 -2.31 -1.43 0.0320
H -4.67374 -1.70860 -2.55562 0.41 1.19 0.77 0.1330
H -3.60689 -0.93673 -0.52503 -6.78 -3.12 3.51 0.0368
H -2.48505 0.40242 -0.39682 0.53 3.77 2.26 0.0704
H -2.01136 -2.58526 -1.18713 0.23 3.04 -0.03 0.1832
C -0.58596 -0.92423 1.18920 -1.88 3.60 3.69 -0.1224
H -0.13724 0.00121 0.74755 0.32 -1.84 -1.37 0.1221
H -1.44844 -0.14829 1.73027 1.26 -2.16 -0.89 0.1813
H -2.50353 -3.45689 0.87562 -0.92 -0.35 -0.83 0.1279
H -3.03509 -1.91330 1.68111 1.96 -1.12 -0.25 0.1862
H -2.02066 -3.74361 3.32056 1.47 1.00 -3.45 0.1824
H -0.46270 -3.88460 2.11412 -1.65 1.00 -0.20 0.1438
H -0.00704 -2.53193 4.06524 0.69 -1.29 1.43 0.0952
H -1.36712 -1.67233 3.85121 -6.26 4.98 3.77 0.0209
H 0.90652 -1.91825 1.88290 4.96 -4.53 -2.18 0.0781
H 0.01012 0.41458 3.74340 2.26 -1.64 -2.12 0.1889
O 2.15614 2.03977 -0.25006 -1.31 -4.61 6.94 0.1074
C 5.61177 0.54898 0.62583 -0.49 3.72 0.53 0.0406
H 5.44610 -0.01260 1.54380 -0.48 -0.53 -0.80 0.0677
H 6.26519 1.38472 1.02586 -0.39 -0.70 -0.74 0.0970
H 6.13052 0.11657 -0.19394 0.42 -0.85 -0.35 0.0629
H 4.87913 2.25055 -1.82365 -0.85 -0.09 0.63 0.1359
H 1.91903 4.40113 -1.78639 0.46 -1.08 0.37 0.1003
H 2.59320 3.45603 -3.10354 -0.82 -0.53 0.92 0.1038
H 1.02456 2.91310 -2.16416 1.17 0.48 -0.56 0.0969
```
Positions in Å, forces in eV/Å.

Summary:
Energy relative to the best compared isomer or geometry (same formula, charge and spin) = 398.6 kcal per mole
Charge = 0